No. 1
# C27H43N5O2RuSi4Te

C27H43N5O2RuSi4Te as an isolated structure in a non-equilibrium geometry (wB97M-V/def2-TZVPD, the OMol25 dataset).

Values from the calculation:
**Expectation value of S²**: 1.135
**Multiplicity**: 2
**Charge**: +1
**HOMO energy (alpha / beta)**: -0.37197 / -0.36764 hartree
**Gap between HOMO and LUMO (alpha / beta)**: 5.9747 / 5.5836 eV

Each line ends with the Mulliken charge.
Cartesian coordinates (Å):
Ru  -0.454  -0.424  2.139  0.220
O  -0.767  2.811  6.409  -0.634
C  -0.791  3.694  5.399  0.319
C  -0.661  5.048  5.708  -0.615
C  -0.686  6.007  4.718  -0.396
C  -0.874  5.639  3.391  -0.756
C  -0.975  4.307  3.060  -0.634
C  -0.911  3.314  4.046  0.498
C  -0.909  1.921  3.641  1.027
O  -0.685  1.616  2.384  -0.826
N  -1.084  0.963  4.536  -1.367
N  -0.927  -0.245  4.030  0.598
C  -1.294  -1.374  4.643  -0.548
C  -1.158  -2.546  3.900  0.817
C  -1.531  -3.825  4.386  -1.006
C  -1.433  -4.923  3.582  -0.303
C  -0.916  -4.766  2.276  -0.962
C  -0.559  -3.512  1.849  -0.243
N  -0.679  -2.407  2.595  0.178
H  -0.921  1.910  6.056  0.481
H  -0.547  5.312  6.746  0.454
H  -0.578  7.048  4.981  0.403
H  -0.940  6.394  2.625  0.425
H  -1.117  4.002  2.033  0.507
H  -1.705  -1.357  5.645  0.448
H  -1.929  -3.889  5.388  0.443
H  -1.743  -5.898  3.924  0.439
H  -0.801  -5.610  1.616  0.464
H  -0.138  -3.366  0.856  0.572
N  2.141  1.892  1.963  -0.260
C  2.758  0.735  2.287  0.576
C  4.154  0.675  2.475  -1.023
C  4.756  -0.546  2.648  -0.274
C  3.968  -1.699  2.634  -1.019
C  2.608  -1.558  2.496  -0.245
N  2.005  -0.376  2.341  0.536
H  2.640  2.758  2.077  0.267
H  1.124  1.930  2.023  0.129
H  4.723  1.591  2.473  0.404
H  5.825  -0.614  2.785  0.428
H  4.409  -2.674  2.732  0.480
H  1.961  -2.428  2.495  0.339
C  -1.865  -2.360  -5.342  -1.053
Si  -1.890  -2.224  -3.441  0.432
C  -1.343  -3.871  -2.643  -0.777
C  -3.654  -1.787  -2.851  -1.073
Si  -0.398  -0.385  -2.836  -0.024
Te  -0.147  -0.456  -0.312  -0.146
Si  1.944  -0.768  -3.475  0.453
C  2.439  -2.512  -2.875  -0.966
C  3.056  0.536  -2.634  -0.827
C  2.049  -0.646  -5.373  -1.050
Si  -1.150  1.863  -3.392  0.491
C  0.095  3.186  -2.803  -0.976
C  -2.860  2.153  -2.595  -0.980
C  -1.317  1.909  -5.290  -1.081
H  -2.568  -3.114  -5.685  0.393
H  -0.886  -2.637  -5.716  0.295
H  -2.143  -1.422  -5.810  0.279
H  -2.050  -4.668  -2.847  0.414
H  -1.268  -3.773  -1.564  0.041
H  -0.377  -4.194  -3.014  0.299
H  -4.336  -2.625  -2.970  0.386
H  -4.066  -0.958  -3.418  0.290
H  -3.663  -1.508  -1.802  0.323
H  2.222  -2.632  -1.818  0.247
H  3.499  -2.700  -3.014  0.391
H  1.903  -3.285  -3.415  0.274
H  2.882  0.556  -1.562  0.105
H  2.863  1.532  -3.017  0.288
H  4.110  0.329  -2.791  0.397
H  1.377  -1.347  -5.856  0.272
H  3.054  -0.867  -5.719  0.398
H  1.797  0.348  -5.725  0.290
H  0.350  3.049  -1.757  0.257
H  -0.312  4.187  -2.913  0.384
H  1.015  3.148  -3.377  0.305
H  -2.831  1.995  -1.522  0.258
H  -3.605  1.480  -3.008  0.296
H  -3.213  3.167  -2.766  0.407
H  -0.377  1.695  -5.785  0.271
H  -1.646  2.888  -5.623  0.393
H  -2.046  1.186  -5.641  0.289

No. 2
# C9H8BrNO2

C9H8BrNO2 as an isolated structure in a non-equilibrium geometry (wB97M-V/def2-TZVPD, the OMol25 dataset).

Values from the calculation:
**Charge**: 0
**HOMO energy**: -0.33763 hartree
**Gap between HOMO and LUMO**: 9.2753 eV

Each line ends with the Mulliken charge.
Cartesian coordinates (Å):
C  0.239  -2.758  -0.104  -0.604
C  1.537  -2.252  0.264  -0.524
C  -0.841  -1.927  -0.116  -0.819
C  1.610  -0.851  0.461  -0.565
C  -0.761  -0.546  -0.149  0.746
C  0.553  -0.076  0.148  0.645
C  -1.722  0.498  -0.541  -1.056
C  -0.887  1.717  -1.018  -0.878
C  0.701  1.441  0.083  -0.041
N  0.274  2.095  1.346  1.086
O  0.704  3.181  1.554  -0.617
O  -0.597  1.551  1.959  -0.617
Br  2.226  2.323  -0.680  -0.055
H  0.176  -3.829  -0.096  0.361
H  2.362  -2.878  0.486  0.444
H  -1.811  -2.342  -0.373  0.390
H  2.547  -0.386  0.512  0.435
H  -2.313  0.143  -1.310  0.574
H  -2.280  0.670  0.352  0.271
H  -0.603  1.573  -2.076  0.336
H  -1.113  2.651  -0.703  0.488

No. 3
# C18H28N3O4

An isolated ion of composition C18H28N3O4 and charge +1 (wB97M-V/def2-TZVPD, the OMol25 dataset).

Values from the calculation:
**Charge**: +1
**SMILES**: CC[C@H](C)[C@@H]([NH3+])C(=O)N[C@@H](CCC(=O)OCc1ccccc1)C(N)=O
**HOMO energy**: -0.42535 hartree
**Gap between HOMO and LUMO**: 9.2497 eV

Each line ends with the Mulliken charge.
Cartesian coordinates (Å):
C  -2.291  1.227  -2.108  -1.175
C  -3.198  0.202  -1.434  -0.628
C  -2.562  -0.436  -0.192  0.941
C  -3.373  -1.641  0.288  -1.767
C  -2.370  0.589  0.934  -0.961
N  -3.635  0.962  1.602  0.023
C  -1.527  0.046  2.115  0.745
O  -2.103  0.004  3.208  -0.798
N  -0.300  -0.331  1.850  0.482
C  0.696  -0.507  2.884  0.076
C  2.082  -0.645  2.244  -1.055
C  2.222  -1.832  1.278  -0.706
C  1.865  -1.500  -0.159  0.659
O  0.902  -0.833  -0.490  -0.806
O  2.711  -2.035  -1.004  -0.380
C  2.483  -1.817  -2.409  -0.881
C  2.495  -0.355  -2.769  0.554
C  3.533  0.456  -2.327  -0.252
C  3.546  1.803  -2.641  -0.641
C  2.527  2.348  -3.403  -0.454
C  1.493  1.542  -3.849  -0.545
C  1.474  0.196  -3.530  -0.373
C  0.667  0.776  3.758  0.179
N  1.265  0.654  4.951  -0.328
O  0.166  1.794  3.344  -0.627
H  -1.298  0.813  -2.266  0.202
H  -2.193  2.136  -1.520  0.331
H  -2.703  1.505  -3.074  0.466
H  -4.156  0.665  -1.183  0.239
H  -3.407  -0.598  -2.145  0.459
H  -1.565  -0.780  -0.478  -0.097
H  -3.281  -2.453  -0.428  0.447
H  -4.436  -1.417  0.373  0.440
H  -3.012  -2.001  1.249  0.391
H  -1.861  1.473  0.547  0.392
H  -3.837  1.960  1.601  0.342
H  -4.432  0.431  1.246  0.360
H  -3.345  0.613  2.637  0.432
H  0.059  -0.295  0.886  -0.015
H  0.450  -1.379  3.501  0.438
H  2.814  -0.760  3.043  0.518
H  2.311  0.284  1.716  0.472
H  1.574  -2.654  1.594  0.342
H  3.248  -2.200  1.279  0.314
H  3.300  -2.354  -2.897  0.332
H  1.527  -2.272  -2.685  0.386
H  4.330  0.027  -1.736  0.446
H  4.357  2.426  -2.295  0.420
H  2.540  3.398  -3.652  0.413
H  0.698  1.963  -4.446  0.428
H  0.666  -0.432  -3.878  0.347
H  1.608  -0.222  5.302  0.205
H  1.276  1.452  5.566  0.272

No. 4
# C26H74N10O8

A 8-piece molecular cluster, C26H74N10O8 overall in a non-equilibrium geometry (wB97M-V/def2-TZVPD, the OMol25 dataset).

Values from the calculation:
**Charge**: 0
**SMILES**: COC[C@H](C)N.COC[C@H](C)N.COC[C@H](C)N.COC[C@H](C)N.COC[C@H](C)N.COC[C@H](C)N.NC(N)=O.NC(N)=O
**HOMO energy**: -0.29019 hartree
**Gap between HOMO and LUMO**: 8.3507 eV

Each line ends with the Mulliken charge.
Cartesian coordinates (Å):
C  -0.517  5.092  -0.604  0.287
O  -0.940  3.740  -0.595  -0.629
C  -1.632  3.386  -1.788  -0.751
C  -3.124  3.753  -1.690  0.861
C  -3.761  3.485  -0.327  -2.004
N  -3.905  3.096  -2.711  -0.568
H  -1.303  5.742  -0.200  0.353
H  -0.323  5.493  -1.602  0.505
H  0.374  5.202  0.012  -1.391
H  -1.227  3.803  -2.720  0.603
H  -1.397  2.335  -1.984  -1.094
H  -3.254  4.844  -1.758  0.255
H  -4.114  2.475  -0.111  0.290
H  -4.654  4.115  -0.263  0.491
H  -3.134  3.859  0.483  0.459
H  -3.604  3.501  -3.595  0.212
H  -4.896  3.280  -2.606  0.271
C  2.583  -2.118  -1.771  -0.540
O  2.119  -0.967  -2.449  -0.528
C  0.952  -0.344  -1.968  0.856
C  0.059  0.235  -3.068  -0.257
C  -1.202  0.926  -2.514  0.275
N  -0.490  -0.794  -3.986  -0.763
H  2.002  -3.037  -1.910  0.295
H  2.637  -1.827  -0.718  0.164
H  3.551  -2.355  -2.211  0.327
H  0.416  -1.045  -1.320  0.122
H  1.312  0.534  -1.417  -0.444
H  0.580  0.925  -3.734  0.611
H  -0.884  1.517  -1.647  0.403
H  -1.879  0.169  -2.107  -0.653
H  -1.761  1.496  -3.249  0.712
H  -0.968  -1.500  -3.432  0.167
H  0.290  -1.303  -4.397  0.359
C  1.916  8.728  1.090  -0.773
O  1.613  7.657  0.211  -0.326
C  1.597  6.420  0.861  -0.730
C  2.163  5.296  -0.006  0.402
C  1.779  3.938  0.566  -0.170
N  3.614  5.433  -0.012  -0.751
H  1.765  9.667  0.566  0.239
H  2.944  8.624  1.456  0.318
H  1.273  8.667  1.975  0.331
H  2.027  6.415  1.869  0.470
H  0.565  6.113  1.110  0.515
H  1.767  5.328  -1.029  0.333
H  0.711  3.728  0.473  -0.230
H  1.976  3.805  1.634  0.226
H  2.325  3.157  0.035  0.121
H  3.885  6.373  -0.283  0.284
H  3.951  4.827  -0.757  0.262
C  -4.169  -4.066  -1.038  -0.901
O  -4.460  -2.705  -0.872  -0.346
C  -4.513  -2.044  -2.131  -0.804
C  -4.791  -0.563  -1.917  2.039
C  -6.170  -0.314  -1.344  -1.701
N  -4.459  0.186  -3.108  -0.815
H  -3.207  -4.150  -1.567  0.419
H  -4.853  -4.672  -1.641  0.341
H  -4.027  -4.504  -0.052  0.209
H  -3.578  -2.238  -2.676  0.184
H  -5.257  -2.587  -2.733  0.394
H  -3.986  -0.395  -1.179  -0.685
H  -6.384  -0.950  -0.486  0.354
H  -6.942  -0.516  -2.086  0.355
H  -6.191  0.716  -0.980  0.395
H  -3.490  0.038  -3.376  0.500
H  -4.407  1.183  -2.882  0.277
C  -0.532  -7.950  0.963  -0.816
O  -0.501  -6.659  1.514  -0.357
C  -1.203  -5.646  0.807  -1.183
C  -0.777  -4.307  1.353  0.494
C  -1.324  -3.904  2.721  -1.755
N  -1.206  -3.310  0.350  -0.263
H  0.078  -7.938  0.055  0.324
H  -1.557  -8.275  0.749  0.297
H  -0.157  -8.725  1.631  0.248
H  -0.937  -5.693  -0.253  0.473
H  -2.294  -5.750  0.866  0.368
H  0.312  -4.301  1.288  0.803
H  -1.028  -4.617  3.502  0.425
H  -2.412  -3.896  2.780  0.332
H  -0.857  -2.971  3.034  0.379
H  -2.177  -3.394  0.076  -0.043
H  -0.951  -2.370  0.626  0.634
C  1.550  -2.853  1.753  -1.407
O  2.865  -3.357  1.727  -0.370
C  3.523  -3.398  2.979  -0.877
C  4.940  -3.905  2.820  0.552
C  5.788  -3.743  4.069  -1.584
N  5.556  -3.401  1.581  -0.768
H  0.982  -3.267  2.595  0.658
H  1.091  -3.251  0.849  0.235
H  1.446  -1.769  1.801  0.406
H  3.465  -2.385  3.401  0.409
H  3.034  -4.130  3.633  0.433
H  4.784  -4.987  2.726  0.282
H  6.840  -3.984  3.939  0.383
H  5.449  -4.404  4.872  0.381
H  5.635  -2.741  4.484  0.332
H  5.779  -2.431  1.745  0.229
H  4.773  -3.567  0.956  0.421
N  4.469  1.998  1.652  -0.403
C  3.856  0.814  1.335  0.423
N  4.479  -0.291  1.809  -0.245
O  2.818  0.706  0.675  -0.510
H  3.958  2.807  1.343  0.235
H  5.361  2.066  2.096  0.137
H  5.316  -0.194  2.348  0.233
H  3.880  -1.095  1.671  -0.059
N  -2.042  0.847  0.600  -0.087
C  -0.789  0.295  0.543  -0.275
N  0.224  1.125  0.195  0.165
O  -0.627  -0.903  0.779  -0.382
H  -2.207  1.829  0.488  0.077
H  -2.774  0.161  0.649  0.195
H  1.145  0.716  0.159  -0.201
H  0.067  2.088  -0.068  0.628

No. 5
# C22H58BO28

A 12-piece molecular cluster, C22H58BO28 overall in a non-equilibrium geometry (wB97M-V/def2-TZVPD, the OMol25 dataset).

Values from the calculation:
**Charge**: -1
**HOMO energy**: -0.28346 hartree
**Gap between HOMO and LUMO**: 9.4543 eV

Each line ends with the Mulliken charge.
Cartesian coordinates (Å):
O  3.134  -5.929  18.472  -0.666
C  3.508  -7.106  18.620  0.627
O  4.781  -7.551  18.898  -0.418
B  4.803  -8.987  18.550  1.003
O  3.368  -9.412  18.597  -0.469
C  2.553  -8.370  18.511  0.604
O  1.333  -8.282  18.676  -0.626
O  5.637  -9.677  19.563  -0.494
C  6.600  -10.321  19.015  0.630
O  7.497  -10.864  19.569  -0.642
C  6.420  -10.199  17.440  0.612
O  5.408  -9.388  17.251  -0.481
O  7.053  -10.764  16.565  -0.699
O  -2.274  -10.700  16.850  -0.623
H  -1.889  -11.143  16.093  0.306
H  -2.101  -9.771  16.697  0.318
O  10.358  -13.257  14.007  -0.629
H  9.756  -12.527  14.149  0.321
H  9.844  -14.037  14.214  0.309
C  -4.730  -5.462  21.351  -0.500
C  -3.850  -6.236  20.273  -0.305
O  -2.664  -5.510  20.063  -0.494
O  -5.377  -4.325  20.762  -0.528
H  -4.090  -5.134  22.170  0.275
H  -5.443  -6.094  21.880  0.347
H  -4.416  -6.409  19.358  0.261
H  -3.571  -7.251  20.556  0.346
H  -1.996  -6.141  19.784  0.282
H  -4.691  -3.671  20.612  0.316
C  5.449  -10.274  9.905  -0.349
C  5.017  -11.127  11.041  -0.422
O  6.092  -11.795  11.673  -0.530
O  6.403  -9.382  10.435  -0.534
H  4.651  -9.778  9.352  0.306
H  6.008  -10.727  9.086  0.241
H  4.568  -11.952  10.488  0.299
H  4.260  -10.744  11.726  0.359
H  5.704  -12.397  12.313  0.307
H  6.677  -9.842  11.232  0.328
C  4.143  -10.224  24.544  -0.228
C  5.195  -9.177  24.582  -0.367
O  4.641  -8.047  23.946  -0.480
O  4.078  -10.930  25.807  -0.561
H  4.373  -10.969  23.782  0.270
H  3.202  -9.728  24.306  0.289
H  6.174  -9.495  24.226  0.210
H  5.429  -8.800  25.578  0.297
H  4.537  -8.294  23.024  0.275
H  3.640  -11.777  25.699  0.301
C  2.864  -2.924  22.696  -0.376
C  1.574  -2.632  21.881  -0.334
O  0.694  -1.814  22.662  -0.545
O  2.643  -3.969  23.716  -0.510
H  3.016  -1.960  23.182  0.214
H  3.728  -3.174  22.080  0.375
H  0.988  -3.494  21.565  0.273
H  1.756  -2.043  20.982  0.314
H  -0.006  -1.597  22.042  0.300
H  3.370  -4.588  23.616  0.289
C  2.158  -14.350  18.792  -0.333
C  3.063  -15.053  19.824  -0.391
O  3.413  -16.334  19.449  -0.555
O  0.861  -14.981  18.680  -0.522
H  2.670  -14.365  17.830  0.369
H  1.866  -13.372  19.173  0.225
H  2.562  -15.265  20.769  0.338
H  3.996  -14.503  19.946  0.227
H  2.868  -16.986  19.895  0.317
H  0.901  -15.021  17.722  0.330
C  11.391  -7.879  16.466  -0.325
C  11.155  -6.946  15.285  -0.369
O  11.136  -5.562  15.508  -0.529
O  12.794  -7.760  16.769  -0.542
H  11.329  -8.944  16.247  0.252
H  10.772  -7.682  17.342  0.265
H  10.199  -7.167  14.810  0.336
H  11.715  -7.189  14.381  0.299
H  10.952  -5.038  14.725  0.305
H  12.983  -6.873  17.082  0.308
C  5.378  -4.715  12.589  -0.435
C  5.380  -4.776  14.168  -0.188
O  4.351  -3.941  14.706  -0.535
O  4.665  -5.809  12.009  -0.482
H  6.403  -4.797  12.227  0.282
H  4.986  -3.762  12.231  0.252
H  6.359  -4.390  14.454  0.302
H  5.288  -5.820  14.468  0.246
H  4.348  -4.000  15.664  0.301
H  5.252  -6.436  11.580  0.257
C  7.582  -14.800  23.737  -0.414
C  8.195  -13.381  24.125  -0.312
O  7.918  -13.150  25.552  -0.574
O  6.216  -14.755  24.137  -0.507
H  8.072  -15.642  24.226  0.234
H  7.653  -15.011  22.670  0.320
H  7.781  -12.603  23.484  0.275
H  9.253  -13.402  23.864  0.337
H  8.117  -12.250  25.822  0.296
H  6.279  -14.163  24.891  0.348
C  0.130  -7.268  13.442  -0.187
C  -1.175  -6.855  14.248  -0.384
O  -2.146  -7.823  14.105  -0.526
O  0.281  -6.753  12.125  -0.557
H  0.221  -8.353  13.402  0.232
H  0.926  -6.776  14.002  0.242
H  -1.567  -5.917  13.854  0.310
H  -0.913  -6.890  15.305  0.255
H  -2.557  -7.659  13.253  0.293
H  1.194  -6.512  11.953  0.319

No. 6
# C5H7HgO4

C5H7HgO4 as an isolated structure in a non-equilibrium geometry (wB97M-V/def2-TZVPD, the OMol25 dataset).

Values from the calculation:
**Expectation value of S²**: 0.759
**Multiplicity**: 2
**Charge**: 0
**HOMO energy (alpha / beta)**: -0.30451 / -0.29659 hartree
**Gap between HOMO and LUMO (alpha / beta)**: 8.3782 / 5.3417 eV

Each line ends with the Mulliken charge.
Cartesian coordinates (Å):
O  2.893  -1.209  2.318  -0.632
C  2.615  -1.178  1.111  0.717
O  1.532  -0.165  0.911  -0.293
O  3.007  -1.760  0.121  -0.499
Hg  1.547  0.397  3.103  0.591
C  0.685  1.130  -0.823  -0.252
C  0.876  -0.137  -0.245  -0.394
H  0.895  2.078  -0.316  0.315
H  0.960  1.106  -1.888  0.282
O  -3.094  -0.298  -0.417  -0.527
C  -1.786  -0.260  -0.964  -0.549
C  -0.905  0.545  -0.030  -0.511
H  -3.637  -0.899  -0.932  0.316
H  -1.801  0.207  -1.965  0.286
H  -1.396  -1.285  -1.086  0.371
H  -1.029  0.190  1.005  0.364
H  -1.363  1.539  0.098  0.416

Energy relative to the best compared isomer or geometry (same formula, charge and spin) per entry: 43.0; 98.3; 4.2; 161.6; 54.4; 72.1 kcal per mole